[1]
83
Properties=species:S:1:pos:R:3:forces:R:3 method="wB97M-V/def2-TZVPD" charge=+1 homo_lumo_gap_ev="7.29 / 7.78" e_tot_ha=-2668.25414 s_squared=0.7819 multiplicity=2
O -1.25786 -25.86224 -2.65325 0.23 0.28 0.69
V -1.59054 -25.83500 -1.14011 0.12 1.52 -3.22
N -4.78333 -24.73717 -2.13774 -5.32 2.85 -0.96
O -5.55659 -24.09046 -1.37734 0.64 -0.71 -0.38
O -5.11728 -24.97068 -3.30093 0.62 -0.53 0.22
O -3.70697 -25.04878 -1.69880 5.27 -1.64 2.08
C -0.90158 -24.95161 -7.93600 1.10 -1.21 0.88
C -2.10210 -24.73996 -6.96289 0.59 0.37 -1.44
C -2.16654 -25.62824 -5.67869 0.57 0.51 -1.53
O -1.98440 -23.35080 -6.65942 -0.49 0.20 1.57
H -0.60747 -24.10467 -8.55590 -0.93 0.19 -0.12
H -0.89750 -25.85251 -8.54957 -0.55 -0.05 -0.12
H 0.02515 -25.07293 -7.37514 0.11 -0.07 0.57
H -2.97655 -24.95156 -7.57824 -0.47 0.20 0.24
H -3.11045 -25.61476 -5.13377 0.02 0.63 -0.06
H -1.32193 -25.37412 -5.03825 -0.12 -0.12 0.09
H -2.07096 -26.64930 -6.04802 0.31 -0.19 0.11
H -2.29494 -22.76138 -7.35062 -0.13 -0.43 -0.23
C 3.56755 -22.43071 -1.13937 0.51 1.27 0.06
O 3.47919 -23.50171 -2.05078 -1.03 -0.96 0.43
C 4.03710 -24.75168 -1.58091 1.73 0.21 -0.66
C 3.74942 -25.94486 -2.50536 -0.80 2.17 -0.60
N 2.31299 -25.93360 -2.78220 0.74 -1.01 0.68
C 1.92426 -26.99148 -3.69192 -1.86 -0.52 -1.20
C 2.14041 -26.72210 -5.17023 1.81 -0.63 -0.07
O 2.14885 -27.95594 -5.91998 0.37 0.35 -1.02
C 3.34222 -28.06697 -6.78254 0.01 0.68 0.99
H 3.01135 -22.48938 -0.20379 0.00 -0.85 0.20
H 3.19587 -21.49062 -1.54702 -0.43 -0.38 -0.85
H 4.58770 -22.11683 -0.91831 0.40 -0.65 0.24
H 3.85447 -24.97891 -0.53062 -0.30 0.30 0.12
H 5.10454 -24.62236 -1.75967 0.42 0.01 0.90
H 4.13912 -26.89839 -2.14897 -0.19 0.15 0.27
H 4.25499 -25.66571 -3.42979 0.47 -0.45 -0.19
H 2.15061 -25.01599 -3.17171 -0.46 0.14 -0.23
H 0.84623 -27.12407 -3.60047 -0.10 -0.41 0.43
H 2.42365 -27.95360 -3.57769 0.15 0.10 0.86
H 3.18396 -26.40759 -5.18357 -0.01 0.92 -0.49
H 1.43742 -25.96624 -5.52034 0.11 -0.09 -0.50
H 4.20394 -28.19456 -6.12736 0.13 -0.32 0.12
H 3.58692 -27.16287 -7.34006 -0.61 0.36 0.01
H 3.35026 -28.86248 -7.52766 -0.83 -0.26 0.50
C -2.00233 -22.50995 -0.66091 -1.18 0.60 -1.38
O -1.14612 -23.65051 -0.54233 -0.48 -0.21 0.58
C 0.21362 -23.29957 -0.32836 1.24 -2.56 0.21
C 0.86004 -24.60461 0.26426 -0.05 1.77 1.80
N 0.54644 -25.81941 -0.46110 -0.63 -0.88 1.18
C 0.88563 -27.07806 0.28565 -0.23 -1.18 -1.96
C 0.83847 -28.29122 -0.80957 -0.89 1.29 1.43
O -0.40262 -28.17724 -1.53457 0.50 0.67 1.26
C -0.72511 -29.32390 -2.26568 -0.13 -1.61 -0.20
H -2.18295 -21.84957 0.18724 0.87 -0.53 0.72
H -3.00504 -22.84172 -0.93036 0.19 -0.34 -0.19
H -1.62391 -21.88710 -1.47144 -0.01 0.00 -0.09
H 0.34106 -22.47221 0.36974 -0.20 0.00 -0.09
H 0.75293 -23.13650 -1.26144 -0.38 0.54 -0.30
H 0.59953 -24.66955 1.32068 -0.70 -0.24 0.09
H 1.93688 -24.47594 0.37361 0.22 0.11 -0.54
H 1.32889 -25.83741 -1.09950 -0.24 -0.10 -2.22
H 0.19984 -27.29666 1.10419 -0.10 0.16 -0.11
H 1.89421 -27.00882 0.69318 0.09 -0.05 0.03
H 0.83856 -29.22203 -0.24238 0.09 -0.15 -0.02
H 1.69392 -28.27533 -1.48487 -0.03 0.17 0.02
H -0.68157 -30.22643 -1.65607 0.72 -0.14 0.43
H -0.05674 -29.45369 -3.11687 -0.08 0.06 -0.14
H -1.76855 -29.43356 -2.56117 0.05 1.22 -0.30
C -3.35263 -27.67339 2.34233 -1.21 -0.59 0.26
C -2.73667 -27.43850 0.99386 -0.51 -2.11 0.08
C -3.62947 -27.81294 -0.16627 -1.05 0.04 -1.21
O -3.09241 -27.56980 -1.49952 1.12 -0.43 1.28
C -4.01856 -27.93838 -2.52809 -0.97 -0.14 -0.23
N -2.21559 -26.10537 0.91728 0.62 0.15 0.34
H -4.09439 -26.92806 2.62933 -0.03 0.03 0.04
H -2.56808 -27.75814 3.09425 -0.05 0.25 0.10
H -3.83398 -28.65037 2.29849 -0.20 -0.01 0.33
H -1.98096 -28.21752 1.09441 1.00 0.48 -1.03
H -4.53936 -27.21295 -0.18107 -0.34 -0.04 0.54
H -3.88138 -28.87213 -0.11377 -0.10 -0.02 0.24
H -3.87786 -27.39156 -3.46045 0.28 0.40 0.49
H -5.03942 -27.80848 -2.16883 -0.05 0.69 -0.01
H -4.04343 -28.99536 -2.79316 0.88 -0.36 0.36
H -1.70692 -26.06125 1.78872 0.74 0.76 -0.02
H -2.97819 -25.45859 1.05946 -0.56 0.39 -0.12

---

[2]
92
Properties=species:S:1:pos:R:3:forces:R:3 method="wB97M-V/def2-TZVPD" homo_lumo_gap_ev="6.38 / 8.46" e_tot_ha=-4967.83846 s_squared=3.7541 multiplicity=4
V 11.52478 11.69600 12.34119 1.20 -0.48 -0.60
C 11.74746 8.30539 15.09587 0.07 0.02 0.97
C 11.29696 8.93106 13.79945 -0.08 2.33 0.46
O 12.11012 10.02932 13.43067 0.12 -0.50 0.09
H 11.21790 7.36917 15.34033 0.29 0.04 -0.37
H 11.37961 9.00074 15.85446 0.59 0.00 0.35
H 12.86239 8.15580 15.18800 -1.15 0.19 -0.26
H 10.24023 9.31266 13.91508 0.62 -0.73 0.00
H 11.29190 8.21358 13.03510 -0.16 -1.41 -1.44
C 9.46620 14.08792 9.70356 -0.11 1.54 0.14
C 9.78694 13.79809 11.18984 -0.74 -0.43 -0.12
O 11.06362 13.45521 11.46846 1.60 -0.34 0.17
H 8.40953 14.37928 9.63084 -0.01 -0.46 -0.08
H 9.69019 13.26792 9.03330 -0.04 -0.36 -0.03
H 9.96437 15.01402 9.27820 -0.03 -0.99 0.71
H 9.15643 12.98345 11.59955 -0.64 0.38 -0.68
H 9.54944 14.67323 11.77868 -0.63 0.81 0.15
O 5.66048 7.91307 10.58241 0.37 0.33 0.62
S 6.02317 8.85640 11.61328 -2.34 1.29 -1.37
O 5.11834 9.98216 11.86612 1.53 -1.63 -0.07
O 6.14672 8.10318 12.98371 -0.51 1.25 0.26
C 6.91698 6.92955 13.07021 0.35 -0.77 1.24
C 7.37226 6.81136 14.52936 1.94 -1.41 -2.24
C 7.63614 9.46190 11.29401 0.62 0.59 0.95
H 7.78284 6.99150 12.42213 0.07 -0.21 -0.29
H 6.28005 6.07753 12.84325 0.08 -0.01 -0.42
H 6.56209 6.90684 15.17296 -1.39 0.14 1.24
H 8.15392 7.54722 14.73045 -0.07 -0.15 0.21
H 7.78832 5.76135 14.56320 -0.21 1.14 0.51
H 7.55608 10.24528 10.52554 -0.06 -0.39 0.21
H 8.27873 8.63446 10.93908 -0.20 0.60 0.35
H 7.97218 9.95799 12.25858 -0.01 -0.69 -1.29
O 15.10960 12.57632 9.57441 -0.07 0.12 0.02
S 14.00724 12.95023 10.41265 0.18 -1.91 0.41
O 13.38054 11.83387 11.13603 0.42 0.91 -0.70
O 14.49657 13.87284 11.54328 -0.86 -0.78 1.44
C 14.88274 15.22177 11.51757 1.23 0.79 -1.39
C 16.39696 15.24351 11.45797 -0.23 0.84 -1.03
C 12.89530 13.87023 9.47270 1.65 0.33 -0.10
H 14.51003 15.73335 12.38236 -0.58 -0.04 0.45
H 14.50634 15.70167 10.58672 0.03 -0.13 0.72
H 16.96047 14.89052 12.30386 -0.20 -0.28 0.44
H 16.70996 16.25183 11.21423 0.16 0.41 0.27
H 16.63949 14.69384 10.56502 0.47 -0.57 -0.20
H 12.49990 13.19567 8.79247 -0.68 -1.39 -1.50
H 13.49645 14.59643 8.96036 0.08 0.53 -0.30
H 12.10807 14.19014 10.07158 -1.25 0.87 1.33
O 10.16029 11.17421 15.64854 1.03 -1.34 1.92
S 9.69916 12.06404 14.67511 -1.98 0.45 -2.07
O 9.67322 11.54473 13.29993 0.52 0.76 0.71
O 8.20521 12.44107 14.89119 -2.24 -1.12 0.41
C 7.27646 11.20018 14.99529 0.15 0.25 1.74
C 5.79291 11.45245 14.71475 0.54 -0.06 -1.43
C 10.29048 13.68249 14.93189 -0.36 1.02 0.85
H 7.38375 10.92690 16.07859 0.17 -0.08 -1.13
H 7.67448 10.43868 14.32791 0.11 0.03 0.18
H 5.19451 10.52517 14.89076 0.76 0.57 0.27
H 5.66674 11.58564 13.60662 -0.13 0.48 1.11
H 5.41939 12.26721 15.34136 -0.10 -0.08 -0.38
H 10.32988 13.83693 16.02734 -0.07 -0.46 -0.40
H 9.44866 14.30102 14.60175 0.65 0.16 -0.42
H 11.28034 13.90593 14.54867 -0.44 -0.07 -0.53
O 10.79631 10.32173 10.62410 -0.74 2.02 1.97
S 11.26394 9.15031 9.99251 -0.69 -1.08 -0.68
O 10.32548 8.06471 9.85822 0.52 -0.06 0.18
O 11.62216 9.68677 8.60019 0.67 -0.28 -2.39
C 11.34778 8.97953 7.29927 -2.20 -0.86 2.65
C 10.31683 9.76556 6.58748 -0.82 -1.26 -0.80
C 12.75510 8.61172 10.70919 0.09 0.72 1.34
H 11.01748 7.92989 7.52720 0.22 1.07 -0.12
H 12.23866 8.94933 6.81331 2.72 0.01 -1.28
H 10.04047 9.31839 5.63865 0.62 -0.28 -0.53
H 10.57394 10.76809 6.39560 0.35 1.25 0.06
H 9.37472 9.65797 7.06201 -0.83 0.47 1.07
H 12.72336 8.96032 11.79117 -0.15 -0.43 -0.83
H 13.64143 9.09285 10.29330 -0.29 -0.14 -0.36
H 12.68476 7.55063 10.58394 0.57 -0.64 0.11
O 14.07849 14.23933 15.68913 -0.47 -1.31 -0.73
S 13.85162 12.97553 15.01999 0.11 1.16 -1.26
O 12.88588 12.90922 13.92827 0.68 0.23 0.55
O 15.25633 12.53627 14.45925 -0.43 2.29 0.52
C 15.42885 11.25859 13.94488 1.44 -1.66 -1.28
C 16.60014 10.68160 14.73525 1.01 -0.86 0.99
C 13.50087 11.67516 16.08372 -0.75 0.86 1.30
H 15.74578 11.33657 12.88943 -0.22 0.19 0.34
H 14.51012 10.68453 13.90295 -0.26 -0.23 0.21
H 16.82212 9.59095 14.52145 -0.36 1.27 0.00
H 16.48449 10.75987 15.87228 -0.13 -0.02 -1.56
H 17.51437 11.28492 14.47517 -0.82 -0.66 0.29
H 13.85651 11.99001 17.07365 -0.20 -0.44 -0.21
H 14.00544 10.84444 15.67561 0.38 -1.13 0.02
H 12.43189 11.49923 16.00549 -0.08 -0.12 0.35